A 6-piece molecular cluster, C22H41Br10Cl2NO3PS overall. Source: the Open Molecules 2025 dataset; level of theory: ωB97M-V/def2-TZVPD.

Element x y z (Å)
1 C 0.2961 -2.2470 4.0939
2 C 0.4807 -2.8105 2.9184
3 C 0.9192 -3.2886 1.4277
4 C 2.4417 -2.7911 1.0665
5 P 3.6052 -3.7186 2.2694
6 O 3.8990 -2.5443 3.5249
7 Cl 2.6847 -5.4175 3.1158
8 N 2.6492 -3.1690 -0.3874
9 C 3.9441 -2.6723 -0.9728
10 C 4.1382 -1.0574 -0.8565
11 C 4.0425 -0.6915 0.7160
12 C 4.4099 0.8392 1.0889
13 S 4.1462 2.0787 -0.2687
14 O 5.4724 2.7109 -0.7044
15 O 3.3132 3.2122 0.3521
16 C 2.5584 -1.1601 1.2189
17 C 1.3713 -0.3991 0.3731
18 C 0.2005 0.1654 1.3427
19 C -1.3108 -0.1534 0.8172
20 Cl 0.3444 2.0261 1.2812
21 H 0.2001 -1.4692 4.9577
22 H 0.7833 -4.4296 1.2974
23 H 0.1257 -2.8036 0.7214
24 H 2.9936 -2.4037 3.9279
25 H 1.8131 -2.9529 -0.9874
26 H 2.7091 -4.2189 -0.3944
27 H 3.8974 -2.9148 -2.1132
28 H 4.8028 -3.2470 -0.4627
29 H 3.3669 -0.5343 -1.5270
30 H 5.2041 -0.7992 -1.2332
31 H 4.8406 -1.3558 1.2508
32 H 3.8515 1.0888 2.0763
33 H 5.5416 0.8650 1.3701
34 H 3.4005 1.6123 -1.3512
35 H 2.3952 -0.8193 2.3207
36 H 1.7653 0.4783 -0.2573
37 H 0.8625 -1.1290 -0.3822
38 H 0.3265 -0.1240 2.4476
39 H -1.5093 -1.2958 0.7476
40 H -1.5339 0.3885 -0.1827
41 H -2.0668 0.2409 1.6127
42 Br -0.4008 0.2454 6.3532
43 C -1.1795 1.5380 5.1159
44 C -2.4582 2.1198 5.6657
45 Br -3.9370 0.8610 5.4959
46 H -1.3132 1.0252 4.1619
47 H -0.4206 2.3148 5.0022
48 H -2.7616 2.9948 5.0882
49 H -2.3910 2.3916 6.7199
50 Br -0.4098 -2.2647 -3.2072
51 C 0.2618 -0.8898 -4.4150
52 C 1.5362 -0.2630 -3.9003
53 Br 1.2420 1.0251 -2.4560
54 H -0.5501 -0.1753 -4.5610
55 H 0.4543 -1.4120 -5.3543
56 H 2.0146 0.3197 -4.6896
57 H 2.2441 -0.9981 -3.5139
58 Br -0.9607 4.8948 -0.6494
59 C -0.9786 6.5958 0.3020
60 C -0.1644 6.5209 1.5705
61 Br -1.1278 5.5693 2.9741
62 H -2.0246 6.8537 0.4741
63 H -0.5418 7.3153 -0.3935
64 H 0.0121 7.5195 1.9740
65 H 0.7920 6.0125 1.4403
66 Br -3.7740 -1.9785 0.5659
67 C -5.3255 -1.2146 -0.3333
68 C -4.9117 -0.1761 -1.3449
69 Br -4.4170 1.4989 -0.4764
70 H -5.9830 -0.8208 0.4432
71 H -5.8148 -2.0595 -0.8225
72 H -5.7477 0.0792 -1.9985
73 H -4.0631 -0.4805 -1.9523
74 Br -3.8433 -2.2173 -4.7355
75 C -5.3429 -1.6092 -5.8236
76 C -4.9172 -0.5264 -6.7839
77 Br -4.7073 1.1834 -5.8708
78 H -6.1282 -1.2924 -5.1355
79 H -5.6780 -2.4955 -6.3663
80 H -5.6887 -0.3544 -7.5364
81 H -3.9709 -0.7392 -7.2827

Values from the calculation:
Net charge: +1
E_tot in Ha: -28542.939099
HOMO-LUMO gap in eV: 8.45
Multiplicity: 1

Löwdin population analysis, charges in e, atoms 1 to 8: 0.082 -0.100 -0.177 -0.512 0.666 -0.340 0.247 0.038